# 1
{"formula": "C2HF5NO5PdS2", "method": "the ωB97M-V functional and the def2-TZVPD basis", "gap_ha": [0.3345, 0.2613], "e_homo_ev": [-9.98, -9.97], "lumo_ha": [-0.03217, -0.10512], "multiplicity": 4, "elements": ["N", "S", "O", "O", "C", "F", "F", "S", "O", "O", "Pd", "C", "F", "F", "F", "O", "H"], "xyz": [[0.14557, -0.31779, 0.05503], [-0.69285, -1.71478, 0.18906], [-0.40875, -2.71822, -0.82722], [-0.37191, -2.10917, 1.61143], [-2.48725, -1.12386, 0.52021], [-2.76816, -0.15421, -0.37534], [-3.26472, -2.18091, 0.17611], [0.67441, 0.64343, 1.50626], [-0.46929, 0.57726, 2.49610], [1.02645, 2.03423, 1.18961], [-1.57274, -0.81534, 2.27696], [0.91712, 0.35535, -1.10982], [0.78135, -0.50927, -2.11538], [0.33160, 1.48572, -1.50797], [2.22312, 0.59026, -0.99259], [3.24266, 3.31794, -1.77485], [2.69339, 2.63935, -1.31759]], "lowdin_spin": [0.0049, 0.0162, 0.0112, 0.1748, 0.1822, 0.0393, 0.0565, 0.0238, 0.2129, 0.0132, 1.2642, -0.0008, 0.0005, 0.0007, -0.0017, 0.9779, 0.0241]}

=====

# 2
{"formula": "C4H7NO2", "method": "the ωB97M-V functional and the def2-TZVPD basis", "gap_ha": 0.3335, "relative_energy_kcal_mol": 77.0, "e_homo_ev": -8.79, "lumo_ha": 0.01046, "elements": ["C", "C", "C", "O", "C", "O", "N", "H", "H", "H", "H", "H", "H", "H"], "xyz": [[0.89052, 1.48440, -0.55178], [0.14616, 0.20982, -0.24813], [0.40492, -0.89993, -1.17754], [0.97976, -0.77142, -2.24068], [-0.10349, -0.14144, 1.13796], [0.29750, 0.21886, 2.20742], [-1.40577, -0.96178, 0.99236], [1.97583, 1.34681, -0.47578], [0.67684, 1.79108, -1.57860], [0.59518, 2.28781, 0.12895], [-1.27058, -0.33580, -0.11872], [0.01821, -1.90265, -0.87889], [-2.13533, -0.56041, 1.57890], [-1.33331, -1.96150, 1.18341]], "mulliken_charge": [-1.4275, 0.3684, -0.0541, -0.5355, 0.3306, -0.5207, -0.4392, 0.2724, 0.3558, 0.3710, 0.4862, 0.2683, 0.2752, 0.2490]}

=====

# 3
{"formula": "C6H7N", "method": "the ωB97M-V functional and the def2-TZVPD basis", "gap_ha": 0.3706, "relative_energy_kcal_mol": 101.1, "e_homo_ev": -10.68, "lumo_ha": -0.02176, "elements": ["C", "C", "C", "C", "N", "C", "C", "H", "H", "H", "H", "H", "H", "H"], "xyz": [[0.19887, 1.44407, -0.00142], [0.39228, -0.06366, 0.19704], [-0.86146, -0.86032, -0.24135], [-1.94847, -0.63526, 0.71927], [-2.75716, -0.43368, 1.52180], [1.62948, -0.52755, -1.67529], [1.72283, -0.63652, -0.39008], [-0.09713, 1.68697, -1.02925], [-0.58376, 1.80207, 0.67640], [1.12253, 1.98666, 0.21811], [0.52668, -0.25091, 1.26193], [-1.19809, -0.56146, -1.24225], [-0.64638, -1.93230, -0.28616], [2.49977, -1.01810, 0.27125]], "mulliken_charge": [-1.2981, 0.1853, -0.4379, 0.1673, -0.4161, -0.5667, -0.1424, 0.3425, 0.3954, 0.3623, 0.3239, 0.3393, 0.3601, 0.3851]}

=====

# 4
{"formula": "C3H10NPS", "method": "the ωB97M-V functional and the def2-TZVPD basis", "smiles": "[H]/P=N\\C(C)C.S", "gap_ha": 0.3219, "relative_energy_kcal_mol": 36.3, "e_homo_ev": -9.06, "lumo_ha": -0.01102, "elements": ["H", "P", "N", "C", "C", "C", "H", "H", "H", "H", "H", "H", "H", "S", "H", "H"], "xyz": [[2.42294, -0.23082, 1.41511], [2.16039, -0.35707, 0.03240], [0.68264, -0.41824, -0.25955], [-0.61992, -0.14890, 0.39139], [-1.25061, 1.20788, -0.21963], [-0.46423, -0.13730, 1.93270], [-1.27268, -1.06575, 0.14819], [-0.65119, 2.16332, 0.07460], [-1.11995, 1.28899, -1.34427], [-2.22611, 1.24501, 0.12728], [0.27224, -0.85230, 2.14061], [-1.46831, -0.19502, 2.24195], [0.14136, 0.77439, 2.38199], [0.91120, -0.91823, -3.51238], [0.47136, -0.57312, -2.28304], [2.01088, -1.78283, -3.26735]], "mulliken_charge": [-0.0086, -0.1005, -0.0686, 0.3766, -1.0629, -1.4028, 0.2328, 0.2649, 0.2913, 0.3711, 0.4165, 0.4276, 0.2646, -0.3336, 0.1977, 0.1337]}

=====

# 5
{"formula": "C9H14", "method": "the ωB97M-V functional and the def2-TZVPD basis", "smiles": "Cc1ccccc1.CC", "gap_ha": 0.3677, "relative_energy_kcal_mol": 27.3, "e_homo_ev": -9.04, "lumo_ha": 0.03558, "elements": ["C", "C", "C", "C", "C", "C", "C", "H", "H", "H", "H", "H", "H", "H", "H", "C", "C", "H", "H", "H", "H", "H", "H"], "xyz": [[0.80652, 2.22959, -0.43083], [-0.03346, 1.58413, 0.64795], [-1.39903, 1.91215, 0.77947], [-2.16510, 1.32379, 1.75890], [-1.56975, 0.42698, 2.69184], [-0.24307, 0.05401, 2.50530], [0.52333, 0.60199, 1.43206], [1.58389, 1.65547, -0.92058], [1.42863, 2.99922, 0.13969], [0.25151, 2.48371, -1.33528], [-1.89180, 2.65175, 0.15658], [-3.17362, 1.52807, 2.08688], [-2.12797, -0.06565, 3.46674], [0.26203, -0.67553, 3.13828], [1.61219, 0.49714, 1.56269], [0.16017, -2.60525, -1.82446], [1.43291, -2.25394, -2.58371], [0.40309, -3.25374, -0.95916], [-0.43909, -1.73858, -1.63381], [-0.50631, -3.20228, -2.48342], [2.11598, -1.73723, -1.89490], [1.83154, -3.07985, -3.12579], [1.13740, -1.33596, -3.17446]], "mulliken_charge": [-1.3921, 0.8642, -0.4462, -0.4665, -0.4486, -0.4131, -0.4467, 0.3380, 0.2879, 0.3763, 0.3661, 0.3310, 0.3713, 0.3454, 0.3349, -0.8131, -0.7864, 0.2408, 0.2689, 0.3072, 0.2384, 0.3246, 0.2176]}

=====

# 6
{"formula": "CHI3S", "method": "the ωB97M-V functional and the def2-TZVPD basis", "gap_ha": [0.3118, 0.1940], "relative_energy_kcal_mol": 55.1, "e_homo_ev": [-9.28, -8.07], "lumo_ha": [-0.02910, -0.10257], "elements": ["C", "S", "I", "I", "I", "H"], "xyz": [[-1.15472, -0.16240, -0.26810], [2.29622, 1.49569, 0.75211], [-2.93704, 0.86500, -0.18922], [-1.02753, -2.18612, 0.07985], [3.08800, -0.42706, -0.29196], [-0.26494, 0.41489, -0.08268]], "mulliken_charge": [-0.4284, -0.2222, 0.0948, 0.1290, 0.1900, 0.2367]}

=====

Number 1: energy -52545.4987 eV. Number 2: energy -9843.9407 eV. Number 3: energy -7821.2617 eV. Number 4: energy -24884.6976 eV. Number 5: energy -9558.9959 eV. Number 6: energy -36187.4397 eV.